No. 1
{
  "formula": "C4H6O2",
  "method": "ωB97M-V/def2-TZVPD",
  "symbols": ["O", "C", "O", "C", "C", "C", "H", "H", "H", "H", "H", "H"],
  "positions_angstrom": [[0.729251, 0.581506, -1.187218], [1.590703, -0.185835, -0.517831], [1.298558, -0.709108, 0.607846], [0.167419, -0.447389, 1.320321], [-0.647794, 0.273914, -0.895564], [-0.861435, 0.376854, 0.618528], [2.580401, -0.335414, -0.921815], [-0.079212, -1.300169, 1.938629], [-1.224695, 0.999593, -1.469728], [-0.872266, -0.735502, -1.257458], [-0.809400, 1.443694, 0.883541], [-1.871528, 0.037855, 0.880754]],
  "atomic_forces_ev_per_a": [[0.0, 0.1, 0.0], [0.3, 0.1, -0.5], [0.0, -0.2, 0.4], [-0.2, -0.1, 0.0], [-0.1, 0.0, 0.0], [-0.1, 0.1, -0.1], [-0.1, 0.0, 0.1], [0.0, 0.1, 0.0], [0.1, -0.1, 0.1], [0.0, 0.1, 0.0], [0.0, -0.2, 0.0], [0.1, 0.0, 0.0]],
  "lowdin_charge": [-0.028, -0.215, 0.006, -0.141, -0.158, -0.180, 0.143, 0.089, 0.126, 0.132, 0.111, 0.117],
  "energy_ha": -306.363588,
  "homo_ev": [-6.43, -6.86],
  "molar_mass_g_mol": 86.09,
  "gap_ev": [7.28, 7.76],
  "e_above_lowest_kcal_mol": 89.6,
  "largest_force_ev_per_a": 0.57
}

No. 2
{
  "formula": "C3H9N3O",
  "method": "ωB97M-V/def2-TZVPD",
  "symbols": ["C", "C", "N", "N", "C", "O", "N", "H", "H", "H", "H", "H", "H", "H", "H", "H"],
  "positions_angstrom": [[1.021876, -0.153936, -0.538802], [0.326576, -1.012024, 0.394174], [1.978459, 0.704745, -0.118093], [-0.933067, 0.989668, -0.328546], [-1.027487, 0.064976, 0.957292], [1.047141, -0.330365, -1.875971], [-2.149071, -0.525423, 1.299069], [0.382065, -0.980844, -2.129621], [1.967068, 0.949593, 0.858091], [2.233233, 1.446349, -0.752520], [-1.098859, 1.977597, -0.175998], [-1.489653, 0.597071, -1.083386], [-2.431254, -1.216944, 0.601694], [-0.139686, -1.865461, -0.093904], [0.923405, -1.347230, 1.236649], [-0.610745, 0.702230, 1.749868]],
  "atomic_forces_ev_per_a": [[0.7, -0.3, 0.2], [-0.2, 0.6, -0.2], [-0.5, -0.2, -0.3], [0.7, -0.9, 0.3], [0.1, 0.7, -1.1], [-0.2, 0.3, 0.8], [0.2, -0.6, 0.1], [0.0, 0.0, 0.1], [-0.1, 0.0, 0.0], [0.0, -0.1, 0.0], [-0.6, -0.2, 0.0], [-0.3, 0.4, 0.3], [-0.2, 0.3, -0.1], [-0.1, 0.1, 0.0], [0.0, 0.2, 0.1], [0.3, -0.2, -0.1]],
  "lowdin_charge": [-0.442, -0.056, 0.178, 0.010, -0.514, 0.094, -0.045, 0.123, 0.119, 0.122, 0.062, 0.066, -0.013, 0.095, 0.101, 0.101],
  "energy_ha": -359.098329,
  "homo_ev": -6.75,
  "molar_mass_g_mol": 103.12,
  "gap_ev": 7.13,
  "e_above_lowest_kcal_mol": 91.7,
  "largest_force_ev_per_a": 1.32
}

No. 3
{
  "formula": "C2H7N3S",
  "method": "ωB97M-V/def2-TZVPD",
  "symbols": ["C", "N", "N", "C", "N", "S", "H", "H", "H", "H", "H", "H", "H"],
  "positions_angstrom": [[-3.363225, -0.395569, 0.189738], [-2.237653, 0.484686, -0.014358], [-1.045672, -0.060510, -0.173246], [0.100814, 0.454447, -0.194223], [1.157953, -0.456181, -0.308615], [2.716860, 0.009110, 0.244554], [-3.259839, -0.979397, 1.113541], [-3.577216, -1.072037, -0.681084], [-4.294891, 0.178820, 0.156734], [-2.403747, 1.492324, 0.165002], [0.341506, 1.455145, -0.064843], [0.824789, -1.404239, -0.119686], [3.351723, 0.054389, -0.982090]],
  "atomic_forces_ev_per_a": [[-0.5, -0.5, -1.0], [-1.4, 1.8, -0.2], [0.2, -1.3, 0.2], [-1.0, -1.5, 0.2], [0.9, 0.0, 0.0], [-0.4, -0.4, -1.0], [-0.3, 0.0, -0.2], [0.9, 0.2, 0.7], [0.3, 0.3, 0.7], [0.6, -1.1, -0.2], [0.5, 2.0, 0.1], [0.5, 0.4, 0.0], [-0.4, 0.0, 0.8]],
  "lowdin_charge": [-0.127, -0.170, -0.017, -0.315, -0.449, 0.689, 0.071, 0.082, 0.071, 0.141, 0.084, 0.081, -0.140],
  "energy_ha": -642.774361,
  "homo_ev": -7.42,
  "molar_mass_g_mol": 105.17,
  "smiles": "CN/N=C/NS",
  "gap_ev": 8.40,
  "e_above_lowest_kcal_mol": 49.1,
  "largest_force_ev_per_a": 2.30
}